1.
{"formula": "C19H22AsBaF6N6O7", "method": "the ωB97M-V functional and the def2-TZVPD basis", "symbols": ["Ba", "O", "C", "O", "C", "C", "C", "C", "C", "C", "O", "N", "O", "O", "N", "O", "O", "H", "H", "C", "N", "C", "C", "C", "N", "C", "C", "H", "H", "H", "H", "H", "H", "H", "H", "H", "H", "H", "H", "H", "H", "H", "H", "F", "As", "F", "F", "F", "F", "F", "N", "C", "C", "C", "C", "N", "C", "C", "H", "H", "H", "H"], "positions_angstrom": [[0.83167, -0.04180, -0.21789], [0.26200, 3.26222, 2.30091], [-0.21515, 2.49214, 1.47217], [-0.08317, 1.22423, 1.35586], [-1.08009, 3.11839, 0.37655], [-1.66296, 4.34367, 0.59960], [-2.42939, 4.89867, -0.40202], [-2.65069, 4.30380, -1.67527], [-2.11408, 3.11065, -1.93550], [-1.28993, 2.41703, -0.91697], [-0.78008, 1.30819, -1.09234], [-2.42752, 2.51613, -3.28407], [-3.05603, 3.20535, -4.06253], [-2.05799, 1.38562, -3.48214], [-3.10130, 6.21378, -0.16196], [-3.00442, 6.69014, 0.94291], [-3.72326, 6.67832, -1.09528], [-1.50918, 4.84951, 1.54216], [-3.25086, 4.80053, -2.41920], [3.69088, -1.15966, 2.02805], [2.51992, -0.30183, 2.21587], [2.97133, 1.05617, 2.54581], [1.65577, -0.81048, 3.28443], [0.89975, -2.08307, 2.92464], [-0.20228, -1.88935, 1.96584], [-1.35634, -1.28520, 2.63370], [-0.59904, -3.19674, 1.43628], [4.27997, -1.24351, 2.95871], [4.33029, -0.74335, 1.25488], [3.40552, -2.16269, 1.71215], [3.56407, 1.06518, 3.47683], [2.11676, 1.71885, 2.67245], [3.60214, 1.44033, 1.74356], [0.94643, -0.02047, 3.53655], [2.25073, -1.01541, 4.19063], [0.50485, -2.52493, 3.85369], [1.58847, -2.81615, 2.50099], [-1.74035, -1.93443, 3.43572], [-2.15982, -1.12320, 1.90900], [-1.09103, -0.31660, 3.05334], [-0.88335, -3.89585, 2.23802], [0.22363, -3.63911, 0.87002], [-1.45608, -3.08885, 0.77004], [2.58185, -1.36249, -0.80304], [3.23578, -0.12628, -1.92677], [3.54158, -1.38370, -3.01100], [1.60698, 0.05692, -2.55285], [3.78683, 1.09405, -2.95300], [2.77926, 1.07274, -0.68723], [4.72467, -0.29254, -1.16224], [-3.33140, -5.06686, -4.85441], [-2.71366, -4.36110, -4.18815], [-1.93529, -3.47817, -3.33627], [-0.55292, -3.58048, -3.29046], [0.13603, -2.74954, -2.42322], [-0.47381, -1.86312, -1.63147], [-1.80174, -1.74560, -1.72323], [-2.57680, -2.53263, -2.55015], [-0.02533, -4.28853, -3.91399], [1.21641, -2.80069, -2.36115], [-2.26750, -0.98677, -1.09797], [-3.65074, -2.41139, -2.58963]], "relative_energy_kcal_mol": 78.0, "spin_multiplicity": 2, "lumo_energy_ev": [-1.33, -4.14], "orbital_gap_ha": [0.2900, 0.1866]}

---

2.
{"formula": "C19H22BrF4IN5O2SZn", "method": "the ωB97M-V functional and the def2-TZVPD basis", "symbols": ["Zn", "C", "N", "C", "C", "C", "N", "C", "C", "F", "C", "F", "C", "C", "F", "C", "F", "H", "H", "H", "H", "H", "H", "H", "H", "H", "H", "H", "I", "C", "N", "C", "S", "N", "C", "H", "H", "H", "H", "H", "H", "H", "H", "Br", "C", "C", "N", "C", "C", "C", "C", "O", "O", "H", "H", "H"], "positions_angstrom": [[0.34136, -0.14388, 0.23087], [1.72559, 3.45564, 1.01559], [0.83417, 2.77541, 0.09582], [-0.28807, 3.62458, -0.25683], [1.56558, 2.35095, -1.08892], [0.73645, 1.52087, -2.08359], [-0.25400, 0.72677, -1.38707], [-1.29251, 0.21177, -2.10140], [-2.54772, 0.04177, -1.48289], [-2.70951, 0.45693, -0.21239], [-3.63786, -0.47862, -2.13988], [-4.80217, -0.59526, -1.47291], [-3.58004, -0.84468, -3.47410], [-2.36969, -0.66730, -4.10718], [-2.23923, -1.02269, -5.40348], [-1.25982, -0.16484, -3.45378], [-0.10141, -0.09764, -4.14878], [2.12893, 4.38874, 0.58310], [2.55514, 2.79921, 1.27437], [1.19000, 3.70126, 1.93254], [0.04241, 4.52057, -0.81206], [-0.79915, 3.95101, 0.64857], [-0.99339, 3.06541, -0.86847], [2.42767, 1.77075, -0.74538], [1.96618, 3.23140, -1.62622], [1.44409, 0.90885, -2.65704], [0.24613, 2.18712, -2.80446], [-4.43335, -1.25912, -3.98712], [2.23137, -0.17687, 1.98177], [4.23799, -1.23034, -1.20269], [3.70408, -2.37906, -0.50008], [2.42809, -2.79852, -0.67362], [1.45180, -2.17013, -1.88299], [2.01637, -3.76404, 0.17056], [0.67971, -4.33928, 0.13450], [5.19661, -0.97989, -0.75268], [3.57075, -0.37006, -1.12199], [4.37976, -1.45885, -2.25847], [4.11669, -2.57059, 0.39948], [2.53099, -3.86649, 1.03096], [0.49449, -4.76533, -0.85058], [-0.08827, -3.59888, 0.34611], [0.64180, -5.13149, 0.88002], [-1.85882, 3.41335, 3.51811], [-1.84348, 1.53622, 3.79057], [-2.00430, 1.04678, 5.07436], [-2.04168, -0.25463, 5.33848], [-1.92742, -1.09213, 4.31216], [-1.73639, -0.69172, 2.99399], [-1.68628, 0.66792, 2.72656], [-1.61605, -1.75938, 1.92196], [-2.21000, -2.81346, 2.09902], [-0.89611, -1.48583, 0.90092], [-2.11277, 1.72670, 5.91085], [-1.98834, -2.15091, 4.52919], [-1.56636, 1.04194, 1.71662]], "relative_energy_kcal_mol": 10.2, "lumo_energy_ev": 2.34, "orbital_gap_ha": 0.2684, "charge": -1}

---

3.
{"formula": "C19H22CaN2Te", "method": "the ωB97M-V functional and the def2-TZVPD basis", "symbols": ["C", "C", "H", "H", "H", "H", "H", "H", "C", "C", "C", "C", "H", "H", "H", "H", "N", "C", "C", "N", "C", "C", "C", "H", "H", "C", "H", "H", "Ca", "C", "H", "H", "H", "Te", "C", "C", "C", "C", "C", "C", "H", "H", "H", "H", "H"], "positions_angstrom": [[2.35469, -0.73140, -2.32006], [1.55250, -1.97392, -2.81605], [2.00002, 0.23569, -2.73344], [3.39667, -0.80436, -2.64897], [2.42864, -0.67439, -1.21404], [0.60457, -1.73518, -3.34703], [2.14595, -2.51405, -3.56006], [1.37583, -2.71128, -2.01312], [-0.10489, 2.68886, -1.85221], [-0.64155, 3.97400, -1.77836], [-2.01689, 4.11789, -1.58233], [-2.81551, 2.97820, -1.43682], [0.96427, 2.50971, -2.01318], [0.01978, 4.83539, -1.87245], [-2.46785, 5.10715, -1.53568], [-3.88709, 3.04373, -1.28239], [-0.88283, 1.59048, -1.71615], [-2.22530, 1.70641, -1.48963], [-2.97935, 0.45518, -1.22324], [-2.25570, -0.70903, -1.21684], [-2.84551, -1.88385, -0.89218], [-4.95776, -0.78530, -0.57420], [-4.19607, -1.95545, -0.54736], [-2.20466, -2.77750, -0.90752], [-4.61539, -2.91864, -0.26471], [-4.35390, 0.42331, -0.93715], [-4.91480, 1.35715, -0.99123], [-6.01304, -0.80888, -0.32496], [0.09686, -0.52689, -1.52160], [0.24256, -2.17919, 1.10322], [-0.23187, -2.37884, 0.13140], [-0.38252, -2.58201, 1.90962], [1.25138, -2.59458, 1.16660], [0.20364, -0.07358, 1.61749], [2.06152, -0.00085, 2.68116], [3.10704, -0.87621, 2.35769], [4.14545, -1.06854, 3.28547], [4.16931, -0.32110, 4.47323], [3.18926, 0.65193, 4.72565], [2.12684, 0.82153, 3.82417], [3.08421, -1.43000, 1.41864], [4.92839, -1.80252, 3.07854], [4.96085, -0.49575, 5.20584], [3.24812, 1.27009, 5.62692], [1.33414, 1.54656, 4.00733]], "relative_energy_kcal_mol": 49.7, "lumo_energy_ev": [-0.16, -0.15], "orbital_gap_ha": [0.1172, 0.1171]}

---

4.
{"formula": "C19H22Cl2CuNO9S", "method": "the ωB97M-V functional and the def2-TZVPD basis", "symbols": ["Cu", "O", "C", "O", "C", "C", "C", "C", "C", "O", "C", "C", "O", "O", "H", "H", "H", "H", "H", "H", "H", "H", "C", "C", "C", "C", "C", "C", "C", "S", "O", "O", "N", "C", "C", "C", "O", "O", "H", "H", "H", "H", "H", "H", "H", "H", "H", "H", "H", "H", "Cl", "C", "Cl", "H", "H"], "positions_angstrom": [[-0.44255, -0.07713, 1.90750], [1.82136, -0.36818, 5.14003], [0.96288, -0.02630, 4.34448], [0.60949, -0.72853, 3.30834], [0.12318, 1.22132, 4.65492], [-1.35650, 0.80441, 4.75512], [-2.17889, 1.87792, 5.47722], [-2.28114, 2.97494, 4.38429], [-1.47281, 2.34570, 3.24633], [-1.81160, 0.94271, 3.39396], [0.03070, 2.37976, 3.60288], [0.94245, 2.32018, 2.36208], [1.80634, 3.17958, 2.24500], [0.68710, 1.41613, 1.47551], [0.49924, 1.58915, 5.60583], [-1.51755, -0.21474, 5.09503], [-3.16222, 1.48887, 5.74144], [-1.68592, 2.21702, 6.38843], [-3.31351, 3.13613, 4.07548], [-1.85759, 3.93008, 4.69425], [-1.73168, 2.66137, 2.24199], [0.28632, 3.32324, 4.07785], [4.22662, -0.07786, -3.54092], [2.85072, -0.62791, -3.80923], [1.84566, 0.18301, -4.33211], [0.56806, -0.30836, -4.53878], [0.29325, -1.62941, -4.21296], [1.27712, -2.46054, -3.69988], [2.55298, -1.95488, -3.50766], [-1.33611, -2.26404, -4.44060], [-1.74223, -2.12506, -5.81266], [-1.37283, -3.56316, -3.82524], [-2.19252, -1.14651, -3.59816], [-1.98290, -1.11698, -2.13432], [-2.80220, 0.00759, -1.52306], [-2.30700, 0.40557, -0.13683], [-2.66515, 1.46595, 0.35131], [-1.48660, -0.45394, 0.37713], [4.36995, 0.88466, -4.03025], [4.99789, -0.76389, -3.89299], [4.37702, 0.06734, -2.46913], [2.06426, 1.21879, -4.56337], [-0.22096, 0.32322, -4.92662], [1.02370, -3.48235, -3.44639], [3.32986, -2.59449, -3.10252], [-3.16438, -1.20342, -3.88841], [-0.92522, -0.92599, -1.95601], [-2.21655, -2.07443, -1.66995], [-3.85429, -0.27837, -1.43412], [-2.75900, 0.90034, -2.14725], [0.99267, -2.33540, 0.33062], [2.47009, -2.52416, -0.60222], [3.81404, -3.18840, 0.34421], [2.75634, -1.54490, -0.96322], [2.26062, -3.20563, -1.41638]], "relative_energy_kcal_mol": 3.1, "spin_multiplicity": 2, "lumo_energy_ev": [2.38, 2.11], "orbital_gap_ha": [0.3133, 0.3032], "charge": -1}